(1)
ORCA calculation (ωB97M-V/def2-TZVPD) on one molecule with the formula ClH4N2OP at a distorted geometry.

## Properties
- Energy relative to the best compared isomer or geometry (same formula, charge and spin): 304.20 kJ/mol
- HOMO level: -8.58 eV
- Frontier orbital gap: 9.3 eV
- SMILES string: NP(O)NCl

CARTESIAN COORDINATES (ANGSTROEM)
N1 -0.43456 1.08755 0.19814
P1 -0.26417 -0.11201 -0.91993
O1 -1.44367 -1.19892 -0.34336
N2 1.10708 -0.75305 -0.13230
Cl1 2.49924 0.07106 0.40315
H1 0.31155 1.78668 0.08390
H2 -1.28344 1.61278 0.11815
H3 -1.56291 -0.72265 0.47541
H4 1.07088 -1.77143 0.11682

=====

(2)
ORCA calculation (ωB97M-V/def2-TZVPD) on ClH4O2Zn as an isolated structure at a distorted geometry.

## Properties
- Charge: +1
- Energy relative to the best compared isomer or geometry (same formula, charge and spin): 0.00 kJ/mol
- HOMO level: -14.16 eV
- Frontier orbital gap: 4.2 eV

CARTESIAN COORDINATES (ANGSTROEM)
Zn1 -1.27521 -3.64095 0.91906
Cl1 -0.04337 -1.68475 0.51625
O1 2.10299 0.71252 -0.97355
H1 1.56827 0.08448 -0.48111
H2 2.04225 1.53436 -0.47294
O2 -1.47209 1.31325 -0.06754
H3 -2.14597 1.02996 0.55859
H4 -0.77687 0.65112 0.00125

=====

(3)
ORCA calculation (ωB97M-V/def2-TZVPD) on a 2-piece molecular cluster, ClH5N2Si overall at a distorted geometry.

## Properties
- Energy relative to the best compared isomer or geometry (same formula, charge and spin): 379.99 kJ/mol
- HOMO level (alpha / beta): -8.45 / -7.75 eV
- Frontier orbital gap (alpha / beta): 8.3 / 7.6 eV

CARTESIAN COORDINATES (ANGSTROEM)
N1 0.53195 -2.14082 -0.22552
N2 -0.65422 1.56903 -0.10254
Si1 -1.21450 0.08505 0.53595
Cl1 -3.02521 -0.51069 -0.14624
H1 0.64209 -2.53723 0.69846
H2 1.11688 -1.32620 -0.21442
H3 0.27934 1.82495 -0.12407
H4 -0.77327 1.66852 -1.13118
H5 -1.23335 -0.28166 1.98706